The following is a quantum chemistry calculation of the molecule C5H8N2 at a distorted geometry, from OMol25.

Geometry as XYZ:
```
15
Properties=species:S:1:pos:R:3:forces:R:3:lowdin_charge:R:1
C -2.54035 -0.67331 -0.42001 -0.15 -0.11 -0.05 -0.13
N -1.41226 0.18007 -0.11399 0.44 -0.22 0.01 0.00
C -0.30881 -0.35400 0.17674 -0.34 0.14 -0.15 -0.17
C 0.92233 0.45913 0.53284 -0.03 0.02 0.24 -0.33
C 2.21132 -0.08282 -0.11961 0.09 -0.08 -0.10 -0.06
C 0.69856 1.89321 0.28779 -0.09 1.03 0.11 -0.21
N 0.54169 3.03253 0.16126 0.24 -1.23 0.03 0.15
H -2.90420 -0.42627 -1.42331 0.06 -0.03 0.17 0.08
H -3.35580 -0.45375 0.27723 0.14 -0.02 -0.09 0.08
H -2.31241 -1.75040 -0.37950 0.01 0.16 0.02 0.07
H -0.16582 -1.44684 0.23776 -0.04 0.14 -0.06 0.13
H 1.03092 0.33825 1.62375 0.00 0.11 -0.21 0.15
H 2.43290 0.38810 -1.08435 -0.21 -0.08 0.22 0.09
H 2.07866 -1.15607 -0.28873 0.15 0.11 0.02 0.07
H 3.08327 0.05214 0.53213 -0.28 0.05 -0.17 0.08
```
Positions in Å, forces in eV/Å.

SMILES: C/N=C/[C@@H](C)C#N
frontier orbital gap: 10.98 eV
HOMO: -10.16 eV
LUMO energy: 0.8 eV
energy relative to the best compared isomer or geometry (same formula, charge and spin): 106.3 kJ/mol


The following is a quantum chemistry calculation of a structure of composition C12H24FO12Rb at a distorted geometry, from OMol25.

Geometry as XYZ:
```
50
Properties=species:S:1:pos:R:3:forces:R:3:lowdin_charge:R:1
Rb -6.71837 0.42599 14.28814 0.62 -0.17 0.15 0.92
F -2.27649 -0.25660 15.93087 -0.60 0.10 -0.20 -0.95
C -3.76645 1.17036 6.59080 -1.06 -1.59 -0.99 -0.11
O -3.44299 2.19233 7.44539 1.11 1.57 2.71 -0.02
C -3.42248 1.96780 8.83175 -1.95 -3.28 -1.75 -0.56
O -3.88388 0.96975 9.38468 0.87 1.58 -1.05 0.10
O -2.90219 2.98734 9.39346 0.63 1.32 -0.42 0.02
C -2.53471 2.97379 10.75687 0.37 0.84 0.53 -0.01
H -3.01486 0.38477 6.51278 0.02 -0.16 0.58 0.10
H -3.85434 1.51821 5.56154 0.03 0.69 0.21 0.09
H -4.74796 0.78040 6.86039 0.10 -0.49 -0.01 0.09
H -1.72395 2.27715 10.97012 -0.20 -0.12 -0.15 0.11
H -3.36787 2.82686 11.44416 -0.06 -0.18 -0.26 0.10
H -2.16966 3.99806 10.83238 0.12 -0.18 0.66 0.10
C 3.88901 0.22806 24.04380 2.88 -0.24 -0.03 -0.10
O 2.62572 -0.25548 24.13154 -3.98 -0.38 0.22 0.01
C 1.97393 -0.50092 22.98878 -0.01 -0.63 -1.79 -0.58
O 2.46896 -0.50980 21.88586 0.65 0.49 0.56 0.12
O 0.67959 -0.81400 23.14143 -0.13 0.11 1.04 0.01
C -0.05989 -0.90287 21.91871 0.09 0.81 -1.65 -0.05
H 4.49421 -0.57354 23.62039 0.48 0.27 -0.23 0.10
H 4.24196 0.37874 25.06401 -0.13 0.15 -0.04 0.10
H 4.03668 1.14000 23.46530 -0.40 -0.03 -0.10 0.11
H 0.26088 -1.65495 21.19789 0.13 -0.73 0.78 0.10
H 0.11590 -0.03441 21.28391 0.10 0.51 0.43 0.09
H -1.14088 -0.92715 22.05647 0.33 -0.34 0.79 0.09
C -8.06543 -7.81244 12.92893 -0.49 -0.66 -0.30 -0.04
O -7.16740 -7.73793 14.04018 -0.49 -0.02 -0.30 0.00
C -6.45150 -6.65247 14.33293 0.01 1.68 -0.92 -0.55
O -6.47381 -5.55227 13.75258 0.07 -2.76 1.64 0.08
O -5.70942 -7.02516 15.39625 -0.79 -0.06 -0.65 -0.01
C -4.95631 -6.01792 16.02448 0.66 0.82 0.28 -0.05
H -7.57857 -8.26826 12.06679 0.40 0.63 -0.11 0.09
H -8.64398 -6.92332 12.67821 0.71 0.37 0.15 0.09
H -8.82418 -8.56180 13.15443 0.11 -0.01 0.66 0.09
H -4.23034 -5.62536 15.31247 -0.09 0.33 0.17 0.10
H -4.41966 -6.42766 16.88019 -0.12 -0.44 -0.27 0.10
H -5.60343 -5.24303 16.43542 0.00 0.18 -0.33 0.10
C 4.67744 -3.23060 8.71346 0.40 -0.58 0.59 -0.03
O 3.27950 -3.36465 8.90546 -0.54 -0.12 -0.78 0.00
C 2.73263 -3.08248 10.07181 0.16 1.99 2.90 -0.56
O 3.22527 -2.45145 11.03064 -0.81 -1.96 -2.60 0.08
O 1.46817 -3.51708 10.03319 1.11 -0.90 -1.91 -0.01
C 0.69682 -3.63325 11.17821 -0.02 0.80 1.78 -0.06
H 4.94314 -2.70824 7.79442 -0.49 0.55 0.29 0.09
H 5.04596 -4.24260 8.54569 0.17 -0.07 0.32 0.09
H 5.07143 -2.80777 9.63763 0.46 0.16 -0.38 0.09
H 0.12472 -2.70737 11.23784 -0.42 -0.32 0.40 0.10
H 1.32834 -3.71180 12.06314 0.08 0.26 0.05 0.10
H 0.08822 -4.53742 11.19146 -0.10 0.19 -0.67 0.09
```
Positions in Å, forces in eV/Å.

frontier orbital gap: 4.35 eV
HOMO: -6.08 eV
LUMO energy: -1.7 eV
energy relative to the best compared isomer or geometry (same formula, charge and spin): 556.3 kJ/mol


The following is a quantum chemistry calculation of a structure of composition C5H9BiO5 at a distorted geometry, from OMol25.

Geometry as XYZ:
```
20
Properties=species:S:1:pos:R:3:forces:R:3:lowdin_charge:R:1
C 3.58687 -1.03081 -0.90173 0.23 0.08 -0.08 -0.14
C 2.22624 -1.27789 -0.29330 -0.07 -1.23 -0.04 -0.31
O 1.51138 -0.07249 0.01500 -1.84 -1.36 -0.10 -0.65
Bi 2.48675 1.75026 0.06910 1.04 2.06 0.15 1.29
H 4.04731 -1.99250 -1.16437 -0.17 0.20 0.10 0.10
H 3.50744 -0.44359 -1.82855 0.08 -0.13 0.25 0.08
H 4.26609 -0.53638 -0.19004 -0.14 -0.13 -0.26 0.05
H 2.32130 -1.88001 0.62366 0.03 0.28 -0.11 0.13
H 1.61626 -1.87228 -0.99246 0.09 0.29 0.10 0.13
C -0.16264 -0.41570 0.48841 2.39 -0.19 1.48 -0.17
C -0.76893 0.98201 0.40810 -0.01 -0.68 -0.30 -0.14
O -2.00288 1.00346 1.09031 -1.38 0.24 0.73 0.06
C -2.94199 0.09823 0.62373 4.02 -0.19 -1.45 -0.59
O -2.44695 -1.04963 0.40152 -2.73 1.16 0.42 0.18
O -3.98133 0.58124 0.18476 -0.64 -0.90 0.51 0.33
O -0.02230 -0.84310 1.78510 -0.45 0.00 -2.04 0.10
H -0.31941 -1.12798 -0.33092 -0.13 0.18 0.64 0.16
H -0.92955 1.26390 -0.64154 0.24 0.00 0.18 0.16
H -0.10714 1.70046 0.91374 -0.40 -0.22 -0.06 0.07
H 0.08849 -1.81379 1.83832 -0.14 0.53 -0.11 0.15
```
Positions in Å, forces in eV/Å.

frontier orbital gap (alpha / beta): 4.61 / 10.33 eV
HOMO (alpha / beta): -12.18 / -15.65 eV
LUMO energy (alpha / beta): -7.6 / -5.3 eV
2S+1: 2
net charge: +1
<S²>: 1.76